Density functional theory data (ωB97M-V/def2-TZVPD) for C28H42NS4Si4TcTe as an isolated structure.

2S+1	2
expectation value of S²	0.951
HOMO level (spin up / spin down)	-10.0 / -9.7	eV
net charge	+1

Last column: Mulliken spin population.
Element x y z (Å)
Tc: 0.11 -0.28 -0.08  0.255
S: 0.13 0.04 -2.42  -0.009
C: 1.84 -0.03 -2.83  -0.011
C: 2.22 -0.12 -4.17  -0.006
C: 3.56 -0.22 -4.53  0.002
C: 4.55 -0.21 -3.56  -0.003
C: 4.20 -0.10 -2.23  0.001
C: 2.86 0.00 -1.88  0.006
S: 2.45 0.10 -0.15  0.032
C: 2.44 1.90 0.17  0.001
C: 1.09 2.56 0.19  0.004
C: 1.01 3.93 0.40  0.001
C: -0.23 4.54 0.42  0.003
C: -1.37 3.77 0.22  -0.001
C: -1.23 2.41 0.02  0.015
C: -2.43 1.57 -0.33  -0.003
S: -2.25 -0.20 0.03  0.019
C: -2.63 -0.25 1.77  -0.002
C: -3.97 -0.31 2.14  0.003
C: -4.31 -0.36 3.48  -0.005
C: -3.30 -0.35 4.44  0.002
C: -1.97 -0.30 4.06  -0.008
C: -1.61 -0.27 2.71  -0.002
S: 0.10 -0.31 2.28  -0.011
N: -0.02 1.82 0.03  0.004
H: 1.45 -0.14 -4.93  0.000
H: 3.82 -0.30 -5.58  0.000
H: 5.59 -0.30 -3.84  0.000
H: 4.96 -0.10 -1.45  -0.001
H: 3.07 2.37 -0.59  -0.002
H: 2.92 2.03 1.14  -0.002
H: 1.92 4.50 0.54  0.000
H: -0.31 5.60 0.58  0.000
H: -2.35 4.22 0.21  -0.001
H: -2.59 1.62 -1.41  0.000
H: -3.33 1.94 0.17  -0.001
H: -4.74 -0.33 1.38  0.000
H: -5.35 -0.42 3.78  0.000
H: -3.55 -0.39 5.49  0.000
H: -1.18 -0.30 4.80  0.000
C: 1.82 -5.05 2.89  0.016
Si: 0.17 -5.67 2.27  0.016
C: -1.20 -4.73 3.11  0.000
C: 0.00 -7.51 2.53  0.002
Si: 0.04 -5.31 -0.05  0.113
Te: 0.44 -2.82 -0.31  0.488
Si: 1.85 -6.13 -1.31  0.006
C: 1.76 -7.99 -1.27  0.000
C: 1.70 -5.49 -3.06  0.004
C: 3.44 -5.51 -0.56  0.011
Si: -2.09 -5.66 -0.98  0.034
C: -2.09 -5.03 -2.73  0.014
C: -3.36 -4.73 0.02  -0.003
C: -2.39 -7.49 -0.93  0.009
H: 1.87 -5.14 3.97  0.001
H: 1.95 -4.00 2.63  -0.003
H: 2.65 -5.61 2.46  0.002
H: -1.11 -4.82 4.20  0.000
H: -2.18 -5.11 2.82  0.001
H: -1.16 -3.67 2.85  0.001
H: 0.05 -7.75 3.60  0.001
H: 0.79 -8.06 2.02  0.000
H: -0.96 -7.87 2.15  0.000
H: 0.82 -8.35 -1.69  0.000
H: 1.83 -8.37 -0.24  0.000
H: 2.58 -8.43 -1.85  0.000
H: 0.81 -5.88 -3.56  0.001
H: 2.57 -5.79 -3.64  0.000
H: 1.64 -4.40 -3.06  0.002
H: 3.60 -5.92 0.44  0.002
H: 3.43 -4.42 -0.49  0.002
H: 4.29 -5.80 -1.19  0.001
H: -1.79 -3.97 -2.77  -0.006
H: -3.09 -5.11 -3.17  0.001
H: -1.40 -5.59 -3.36  0.002
H: -3.10 -3.67 0.08  0.003
H: -3.44 -5.12 1.03  0.002
H: -4.34 -4.81 -0.46  0.000
H: -1.63 -8.04 -1.50  -0.001
H: -3.37 -7.73 -1.36  0.002
H: -2.37 -7.87 0.10  -0.001